20
Properties=species:S:1:pos:R:3:forces:R:3:mulliken_charge:R:1 method="wB97M-V/def2-TZVPD" e_tot_ev=-11416.481 relative_energy_kcal_mol=63.1 smiles="NCCNCC=O.O"
N 0.8911 1.8051 0.6045 -0.2 -0.3 -0.2 -0.417
C 0.1797 1.4670 -0.5935 0.1 -0.7 -0.1 -0.608
C 0.4452 0.0157 -1.1135 -0.4 0.9 -0.1 -0.407
N -0.8054 -0.7313 -1.1881 0.1 -0.4 0.0 -0.398
C -0.6743 -2.1973 -1.3150 -0.5 1.0 -0.7 -0.648
C 0.0893 -2.7605 -0.1398 -0.2 -0.1 -0.3 0.111
O -0.4266 -3.0468 0.9073 0.1 -0.1 0.0 -0.465
H 1.6460 2.4553 0.5670 0.0 0.1 0.2 0.135
H 0.4934 1.4976 1.4789 0.3 0.4 -0.1 0.243
H 0.4491 2.1304 -1.4038 0.1 0.4 0.0 0.383
H -0.8999 1.5837 -0.4531 -0.1 0.0 0.0 0.274
H 1.2165 -0.4103 -0.4697 0.0 -0.1 0.0 0.321
H 0.8335 0.1373 -2.1272 0.2 -0.5 0.0 0.217
H -1.3914 -0.5225 -0.3900 0.1 0.0 0.1 0.283
H -1.6934 -2.5590 -1.4347 0.0 -0.4 0.5 0.363
H -0.2090 -2.3963 -2.2835 0.4 -0.1 0.2 0.303
H 1.1844 -2.8161 -0.2920 0.0 -0.1 0.2 0.352
H -0.8937 2.6491 2.8524 0.0 -0.1 0.0 0.336
H 0.1792 1.9315 3.6632 -0.3 -0.1 -0.1 0.330
O -0.6138 1.7672 3.1306 0.2 0.2 0.3 -0.708

=====

8
Properties=species:S:1:pos:R:3:forces:R:3:mulliken_charge:R:1 method="wB97M-V/def2-TZVPD" e_tot_ev=-20663.376 relative_energy_kcal_mol=58.8 total_charge=-1
C -0.1725 -0.5249 -0.3095 3.6 -1.6 3.3 -0.380
N 1.4506 -1.5099 -0.1511 -6.0 0.7 -0.7 -0.581
N 2.3059 -0.5920 -0.0730 1.0 -1.5 1.4 1.114
O 2.1228 0.6103 -0.0030 -0.9 2.9 -0.5 -0.723
O 3.4382 -1.0529 0.0920 2.8 -0.3 -0.2 -0.776
Cl -1.6010 -1.5583 0.0593 0.8 0.6 -0.3 -0.245
H -0.0212 -0.3262 -1.3099 -0.6 0.7 -2.0 0.307
H 0.0215 0.3326 0.4101 -0.8 -1.3 -1.1 0.284

=====

10
Properties=species:S:1:pos:R:3:forces:R:3:mulliken_charge:R:1 method="wB97M-V/def2-TZVPD" e_tot_ev=-15536.550 relative_energy_kcal_mol=48.6
C -1.8543 0.8148 0.1418 -0.5 3.6 -2.6 -0.131
C 1.6515 -0.2752 -0.2353 -0.9 -1.2 -0.2 -1.003
O -0.5524 -1.4457 0.7852 -0.5 0.3 0.7 -0.609
O -0.9539 0.5988 -0.7223 -0.3 2.2 0.8 -0.105
P -0.1104 -0.8582 -0.5092 1.9 -2.7 -1.5 0.241
H -1.9046 0.0778 0.8400 -0.8 -1.8 2.6 0.341
H -2.4892 1.7805 0.0376 1.1 -2.0 0.1 0.235
H 2.3483 -0.9199 -0.7305 0.1 -0.4 -1.0 0.319
H 1.9151 -0.4752 0.7558 -0.3 -0.4 2.0 0.344
H 1.9500 0.7023 -0.3632 0.2 2.4 -0.9 0.367

=====

110
Properties=species:S:1:pos:R:3:forces:R:3:mulliken_charge:R:1 method="wB97M-V/def2-TZVPD" e_tot_ev=-57940.889 s2=0.75 spin_multiplicity=2 total_charge=+2
Cd 1.7189 -0.6217 -20.0834 -1.2 1.0 1.4 0.737
C 0.4272 1.5249 -16.1127 0.9 0.2 -0.5 0.493
C 0.3944 0.6642 -17.3620 -4.5 -1.3 -2.2 0.360
O -0.7092 0.1916 -17.7743 1.7 0.6 1.7 -0.759
O 1.3833 0.5487 -18.1593 3.0 -0.2 -0.1 -0.300
H -0.4446 2.1772 -16.0630 -0.1 -0.4 -0.1 -0.222
H 1.2978 2.1724 -16.2168 0.2 0.0 0.3 -0.256
H 0.5003 0.9464 -15.1917 0.0 -0.1 -0.1 0.061
C 5.5088 5.1572 -14.7210 -0.1 -0.9 0.5 -1.527
C 4.1316 4.4735 -14.3276 2.1 2.0 0.3 1.008
C 3.8511 4.9726 -12.8931 0.7 -0.8 -0.7 -1.044
O 2.9698 4.1380 -12.1590 1.5 0.4 -2.0 0.087
C 3.0682 4.2219 -10.7852 0.2 -1.1 0.9 -0.579
N 3.1377 5.0780 -15.1620 -0.4 -1.4 1.1 -0.557
H 5.7600 5.0810 -15.7789 -0.5 -0.3 -0.1 0.346
H 6.3019 4.6316 -14.1892 0.2 0.4 0.2 0.452
H 5.4537 6.2220 -14.4946 0.1 -0.1 0.2 0.387
H 4.2274 3.3877 -14.3374 -0.1 -0.3 -0.2 -0.088
H 3.3179 5.9229 -12.8691 -0.2 0.7 -0.5 0.418
H 4.8276 5.1590 -12.4460 -0.2 -0.2 0.9 0.576
H 2.2968 4.9536 -10.5449 -0.2 0.0 0.7 0.340
H 4.0617 4.4610 -10.4057 -0.1 0.5 -0.3 0.381
H 2.8394 3.2022 -10.4756 -0.6 0.2 0.6 0.220
H 3.1017 4.5452 -16.0193 -0.4 0.2 -0.5 0.151
H 2.3867 4.8204 -14.5377 -1.8 0.6 -1.2 0.377
C -2.1684 2.1025 -13.5989 -0.8 2.0 -0.5 -1.711
C -1.8107 0.9099 -12.8055 -0.3 -0.5 1.2 0.748
C -1.0847 1.1803 -11.4642 0.0 0.2 -0.4 -0.654
O -1.9967 1.6854 -10.4304 1.4 0.1 -1.6 -0.415
C -1.4041 1.7216 -9.1403 0.5 -0.7 -0.5 -0.689
N -3.0134 0.1775 -12.4452 -0.1 0.0 0.1 -0.807
H -1.3368 2.7592 -13.8544 0.3 -0.3 -0.4 0.235
H -2.8591 2.7898 -13.1102 0.0 -0.1 0.8 0.569
H -2.7780 1.8608 -14.4696 0.5 -0.4 -0.4 0.455
H -1.1815 0.2844 -13.4387 0.4 -0.2 0.2 0.157
H -0.2450 1.8077 -11.7630 0.1 1.0 0.7 0.196
H -0.5825 0.2668 -11.1456 -0.4 -0.4 0.4 0.508
H -2.1029 2.1762 -8.4380 0.1 -0.2 -0.1 0.266
H -0.4334 2.2169 -9.1241 0.0 0.7 -0.1 0.205
H -1.1225 0.7022 -8.8764 -0.4 -0.3 0.5 0.334
H -3.7756 0.8119 -12.6368 -0.5 -0.3 -0.1 0.307
H -2.9508 0.2198 -11.4380 -0.8 -0.7 0.3 0.310
C 4.9086 -0.2090 -16.4389 -1.0 -0.7 1.5 -1.022
C 5.2978 -0.0802 -14.9112 -3.2 0.4 -0.4 0.290
C 4.0653 -0.3668 -13.8866 1.3 0.2 -0.3 -0.494
O 4.4378 -0.1400 -12.5215 2.0 1.4 -1.8 -0.388
C 3.4800 -0.3100 -11.5393 -0.6 0.4 -0.8 -0.500
N 6.3265 -1.0077 -14.7078 1.1 -0.7 0.5 -0.707
H 4.3688 -1.1491 -16.5523 0.9 -0.9 0.0 0.291
H 5.8732 -0.1600 -16.9442 -0.4 -0.1 -0.6 0.332
H 4.0978 0.3766 -16.8723 0.5 1.3 0.3 0.029
H 5.7090 0.9211 -14.7835 -0.6 0.7 0.4 0.289
H 3.7251 -1.4020 -13.8576 0.1 -0.3 -1.0 0.622
H 3.2660 0.2776 -14.2526 -0.5 0.3 0.4 0.069
H 2.6480 0.3626 -11.7482 -0.6 0.1 0.0 0.076
H 3.9291 0.0635 -10.6190 -0.1 -0.9 0.2 0.272
H 3.1294 -1.3384 -11.6258 -0.2 -0.1 1.0 0.323
H 7.0212 -0.7501 -15.3941 0.7 -0.5 0.1 0.273
H 6.6937 -0.7234 -13.8108 0.6 -0.6 0.4 0.293
C -1.2728 4.1063 -18.4232 -0.7 1.1 1.6 -0.860
C -2.6923 3.6293 -18.0442 1.0 -1.2 -1.3 0.629
C -3.6796 4.3028 -18.9453 -0.8 -1.6 -0.6 -1.140
O -4.9378 3.7217 -18.6967 -0.8 -0.1 0.5 -0.307
C -5.9256 4.4146 -19.3957 -0.6 1.7 -0.3 -0.805
N -2.7338 2.1420 -18.1409 0.0 1.0 0.7 -0.583
H -1.3541 5.1677 -18.6576 0.4 0.1 -0.7 0.600
H -0.7556 3.5041 -19.1702 -0.2 0.2 0.0 -0.108
H -0.7451 4.1328 -17.4698 0.7 -0.4 -0.2 0.240
H -2.9287 3.9310 -17.0238 0.0 -0.1 0.1 0.292
H -3.6002 4.0367 -19.9994 1.3 0.4 -0.5 0.331
H -3.5843 5.3828 -18.8334 -0.5 0.3 0.2 0.455
H -6.9581 4.0660 -19.3724 0.3 -0.6 1.0 0.288
H -5.8131 4.5472 -20.4718 1.0 -0.5 -0.4 0.300
H -5.8700 5.4363 -19.0203 -0.6 0.4 0.1 0.336
H -2.2170 1.8616 -18.9621 -0.3 0.0 -0.7 0.256
H -2.0511 1.8306 -17.4648 -0.3 -0.5 0.6 0.072
C 5.3895 1.8451 -20.9138 0.7 -0.3 -1.1 -1.862
C 4.5331 1.6169 -19.7091 1.6 1.1 0.4 0.328
C 3.8209 2.8961 -19.3520 -1.7 0.9 -0.1 0.360
O 4.6436 3.9504 -18.8818 0.5 -1.4 -1.2 -0.463
C 4.0662 5.2142 -19.0898 1.3 1.0 1.4 -0.843
N 3.7158 0.4113 -19.9201 -0.4 -0.4 -0.1 -0.530
H 6.0965 1.0346 -21.0912 0.2 -0.2 0.4 0.537
H 5.9977 2.7416 -20.7935 -0.2 0.1 -0.1 0.423
H 4.8424 1.8634 -21.8564 -0.4 0.5 0.0 0.341
H 5.2578 1.4365 -18.9151 -0.2 -0.4 0.4 -0.047
H 3.0603 2.8128 -18.5758 -0.4 -0.8 -0.1 0.079
H 3.3419 3.2749 -20.2549 -0.4 -0.2 -0.2 0.012
H 3.2274 5.3707 -18.4116 -0.1 0.1 0.2 0.342
H 3.7603 5.6210 -20.0537 0.2 -1.1 -0.6 0.333
H 4.9465 5.7860 -18.7960 -0.6 1.0 0.2 0.335
H 4.2497 -0.1843 -20.5367 0.5 -0.3 0.3 0.289
H 3.5859 -0.0113 -19.0120 0.8 -0.2 0.6 0.813
C 0.5026 0.6329 -23.3183 0.3 1.3 -1.1 -1.706
C 1.0289 1.5828 -22.2275 1.1 -1.0 -2.5 0.999
C 0.5688 3.0132 -22.4155 -0.1 0.2 0.0 -1.172
O 1.3643 3.8199 -21.5884 -0.3 -1.1 1.2 -0.090
C 1.2429 5.2196 -21.7334 1.1 -0.4 -1.0 -0.854
N 0.6488 0.9682 -20.9898 -1.5 1.2 0.1 -0.163
H 0.7058 -0.4304 -23.1912 0.0 0.1 0.3 0.373
H 0.9801 0.9452 -24.2470 0.1 -0.3 -0.2 0.446
H -0.5539 0.7955 -23.5319 -0.2 -0.2 0.4 0.400
H 2.1148 1.5821 -22.3224 0.2 0.2 0.2 0.008
H -0.4907 3.1374 -22.1915 -0.4 -0.1 0.3 0.373
H 0.6346 3.2829 -23.4695 0.4 0.1 -0.2 0.531
H 0.2112 5.5502 -21.8538 0.1 0.1 0.1 0.343
H 1.8711 5.3726 -22.6109 -0.5 1.0 -0.4 0.410
H 1.7928 5.6870 -20.9166 -0.6 0.0 0.2 0.102
H -0.3362 0.8785 -21.1943 -0.7 -0.8 0.9 0.252
H 0.6763 1.6924 -20.2863 0.2 0.1 0.9 0.180

=====

37
Properties=species:S:1:pos:R:3:forces:R:3:mulliken_charge:R:1 method="wB97M-V/def2-TZVPD" e_tot_ev=-54594.821 relative_energy_kcal_mol=0.0 s2=0.78 spin_multiplicity=2 total_charge=-1
C -0.9477 0.7151 -4.2291 0.1 0.6 -0.4 -0.494
C 0.4292 0.5295 -4.4911 -0.1 0.2 -0.5 -0.376
C 1.1693 1.3213 -3.5786 -0.1 0.8 -0.1 -0.354
C 0.2473 2.0058 -2.7494 0.0 0.7 -0.7 -0.590
C -1.0679 1.6267 -3.1415 0.0 0.5 -0.3 -0.355
Ti -0.1154 -0.2548 -2.3045 0.5 0.9 1.0 0.345
N -1.6124 -1.1713 -2.0637 0.9 0.6 0.3 -0.475
C -0.3272 -2.4209 -2.4015 -0.4 -3.4 -0.1 -0.224
C 0.8206 -1.9620 -3.2272 -0.5 0.7 0.5 -0.844
H 2.2477 1.4976 -3.6161 -0.5 -0.4 0.3 0.447
H 0.8404 -0.0235 -5.3412 -0.2 0.1 0.6 0.552
H 0.4926 2.7988 -2.0445 -0.1 -0.6 0.1 0.422
H -1.9952 2.0790 -2.7909 0.4 -0.4 0.1 0.478
H -1.7694 0.3348 -4.8399 0.3 -0.1 0.5 0.408
H 0.7988 -2.1050 -4.3157 -0.4 0.1 0.6 0.370
H -1.0209 -3.0859 -2.9162 0.2 0.3 -0.2 0.418
H -2.4757 -1.2477 -1.4854 1.2 -1.0 -0.7 0.189
H 1.8630 -1.9946 -2.8571 -0.9 -0.3 0.4 0.295
H -0.0001 -2.9465 -1.4870 -0.5 1.0 -0.1 0.294
O 0.7472 -1.6613 0.2550 0.1 0.4 -0.1 -0.625
C 0.5156 -0.4849 0.5281 -0.2 0.2 -0.1 0.497
O 0.3976 0.4394 -0.4136 -0.2 -0.8 -0.4 -0.658
C 0.3278 -0.0554 1.9732 -0.4 0.3 0.4 0.596
C -0.3327 1.1218 2.3452 0.3 -0.3 -1.2 -0.752
C -0.5063 1.4138 3.7097 -1.1 2.1 0.6 -0.180
C -0.0292 0.5864 4.7147 0.3 -0.7 0.0 -0.344
C 0.6033 -0.5824 4.3256 0.0 -0.1 0.2 0.047
C 0.7640 -0.9278 2.9728 0.4 -0.4 -0.6 -0.853
N 1.1159 -1.5047 5.3452 -0.2 0.5 0.0 1.002
O 0.9597 -1.1810 6.5349 0.3 -0.7 -0.9 -0.663
O 1.6797 -2.5376 4.9569 -0.5 0.8 0.7 -0.660
N -1.2048 2.6517 4.0931 1.3 -2.6 -0.4 0.971
O -1.6394 3.3728 3.1852 -0.2 0.5 -0.3 -0.756
O -1.3516 2.8699 5.3083 -0.2 0.4 0.4 -0.749
H -0.7109 1.8108 1.5967 0.1 -0.1 0.2 0.525
H -0.1545 0.8295 5.7561 0.0 0.1 0.0 0.573
H 1.2418 -1.8575 2.6935 -0.1 0.1 0.1 0.524

=====

37
Properties=species:S:1:pos:R:3:forces:R:3:mulliken_charge:R:1 method="wB97M-V/def2-TZVPD" e_tot_ev=-62914.173 relative_energy_kcal_mol=54.6 s2=6.01 spin_multiplicity=5 total_charge=-2
Cr 0.0539 -0.4406 -0.1379 0.6 2.6 0.3 0.955
C -3.8672 1.5101 -0.2921 -0.6 -1.8 0.3 -1.261
C -2.3854 1.8331 -0.0642 2.3 3.2 -0.3 0.610
O -1.6347 0.8787 0.3322 -0.6 -1.3 -0.2 -0.418
O -1.9637 3.0186 -0.2339 -2.0 -2.4 0.4 -0.642
H -4.5852 1.8873 0.4362 0.2 1.0 -0.1 0.337
H -4.0032 0.4494 -0.0808 0.3 -0.5 0.0 0.279
H -4.2666 1.5686 -1.3046 0.3 0.8 -0.1 0.311
C 3.2422 2.8804 0.7462 -1.7 -0.4 -0.4 -1.062
C 1.7620 2.4411 0.2911 -1.3 1.7 -2.8 0.396
O 1.1671 3.3184 -0.4008 1.8 -0.7 1.8 -0.640
O 1.2898 1.2812 0.4370 0.8 -1.8 1.1 -0.406
H 3.7559 2.9980 -0.2080 0.2 0.0 0.1 0.249
H 3.8047 2.2195 1.4056 -0.2 -0.1 0.1 0.239
H 3.0632 3.8689 1.1691 0.4 0.0 0.1 0.307
C -0.0974 0.3968 -4.6780 0.2 -1.4 0.2 -1.108
C -0.0820 0.8449 -3.2019 -0.7 4.3 0.0 0.635
O -0.2589 2.0725 -3.0821 -0.2 -0.3 -0.7 -0.613
O 0.1049 0.1118 -2.2063 0.1 -2.6 -0.4 -0.499
H 0.1822 1.1090 -5.4543 0.7 0.5 0.7 0.309
H -1.0941 0.1590 -5.0497 -0.3 -0.6 0.6 0.249
H 0.5601 -0.4726 -4.6704 -0.1 -0.4 -0.8 0.259
N 2.8292 -1.9912 0.1475 3.1 1.6 -1.0 1.015
O 3.7022 -2.4150 -0.6035 1.1 -1.7 -1.0 -0.713
O 1.6960 -1.9400 -0.2467 -5.1 -0.6 -1.5 -0.505
O 3.1412 -1.4396 1.1626 0.6 0.7 3.6 -0.631
C -0.1448 -2.0412 2.9598 0.6 2.8 -2.0 0.472
O -0.1251 -1.3309 1.9952 -0.5 0.8 -1.2 -0.201
N -0.5778 -3.2270 3.0397 -3.0 -7.9 -1.3 -0.321
N 0.2006 -1.6576 4.1348 2.3 3.7 5.2 -0.437
H -0.3635 -3.8456 3.8088 -0.2 0.4 -0.2 0.124
H -1.1600 -3.6259 2.3172 0.5 0.2 -0.1 0.186
H 0.5023 -2.2659 4.8826 -0.2 0.3 -0.3 0.133
H 0.4145 -0.6727 4.1989 0.5 -0.2 0.1 0.253
O -1.3734 -2.2125 -0.4059 -0.2 -0.1 0.0 -0.303
H -2.1954 -2.1140 -0.8864 -0.2 0.5 -0.2 0.239
H -1.2940 -3.1547 -0.2569 0.5 -0.1 0.0 0.203

=====

30
Properties=species:S:1:pos:R:3:forces:R:3:mulliken_charge:R:1 method="wB97M-V/def2-TZVPD" e_tot_ev=-22979.484 relative_energy_kcal_mol=0.0 total_charge=+1 smiles="CC(=S)[C@]12CCC[C@H](CCC1)[NH2+]2"
C 1.4129 -1.4647 -1.0836 0.1 0.3 -1.8 -0.166
C -1.1589 -0.3430 1.5672 -1.8 -1.1 -0.4 -0.792
C 0.4566 1.9366 0.5775 2.7 1.6 -0.4 -0.445
C -2.1982 0.2793 0.5850 2.9 -0.1 0.4 -1.187
C -0.7281 2.2406 -0.2607 0.5 -1.5 -2.3 -0.738
C -0.1520 -1.2178 0.8347 0.8 -1.9 1.5 -0.834
C 1.3241 0.8130 -0.0466 0.3 -0.7 1.1 -0.794
C -1.4909 0.9439 -0.5933 -1.7 1.6 1.6 -0.064
C 0.4696 -0.5270 -0.3265 1.9 1.1 -0.7 0.758
C 2.1183 -2.5741 -0.3646 -0.9 3.9 3.5 -1.130
N -0.5328 0.0533 -1.2670 0.0 0.8 1.1 -0.189
S 1.5661 -1.2653 -2.7032 0.1 -0.1 0.6 -0.194
H -0.6712 0.4784 1.9849 0.6 0.6 1.2 0.103
H -1.6521 -0.9304 2.3550 0.1 0.3 -0.2 0.493
H 1.0575 2.9255 0.7087 -0.6 -1.7 -0.6 0.427
H 0.1505 1.7595 1.5946 0.2 -0.2 0.1 0.276
H -2.8303 -0.3991 0.1309 -1.4 -2.1 -0.5 0.502
H -2.8532 1.0203 0.9790 -0.3 0.6 0.8 0.427
H -1.1656 2.9977 0.3008 -2.1 1.2 0.3 0.408
H -0.4518 2.5917 -1.2825 0.2 0.5 0.8 0.364
H 0.7940 -1.5131 1.4654 -2.1 0.7 -0.6 0.390
H -0.6143 -2.2493 0.5857 0.6 1.7 0.0 0.336
H 1.6874 1.0753 -1.1009 0.0 0.0 1.7 0.478
H 2.1498 0.5896 0.6980 -0.6 0.1 -1.3 0.301
H -2.3970 1.0907 -1.1825 0.8 0.5 -1.1 0.335
H 1.2544 -3.1421 -0.0323 0.6 -0.9 0.4 0.318
H 2.6840 -2.0696 0.5790 -1.4 -1.4 -1.9 0.257
H 2.8332 -3.0077 -0.9522 1.4 -1.5 -1.5 0.442
H -1.0182 -0.6292 -1.7453 -1.4 -2.4 -1.3 0.448
H -0.0439 0.5372 -2.0050 0.5 0.3 -0.5 0.470

=====

16
Properties=species:S:1:pos:R:3:forces:R:3:mulliken_charge:R:1 method="wB97M-V/def2-TZVPD" e_tot_ev=-9876.797 relative_energy_kcal_mol=75.3
N 1.6541 -2.4243 1.6722 -0.1 0.0 -0.4 -0.168
C 1.0397 -1.4663 0.9760 0.3 -0.2 0.6 -0.359
O 0.7962 -0.4480 1.8123 -0.1 0.0 -0.3 -0.391
C 0.3208 1.9806 -0.1854 -0.1 0.0 0.0 -0.691
C -0.8380 1.3428 -0.3460 0.2 0.1 0.0 -0.228
C -1.0695 0.2697 -1.3711 0.4 0.0 0.2 -0.164
O -2.2269 0.6321 -2.1070 -0.2 -0.1 -0.2 -0.523
H 1.8967 -2.3729 2.6586 -0.1 0.2 -0.1 0.198
H 1.9156 -3.2526 1.1713 0.0 -0.1 0.1 0.266
H 0.4603 2.7513 0.5669 -0.1 -0.1 0.0 0.296
H 1.1852 1.7686 -0.8106 -0.2 -0.1 0.0 0.243
H 0.3866 0.2363 1.2588 0.0 0.1 0.2 0.428
H -1.6955 1.5857 0.2837 0.1 0.0 -0.1 0.286
H -0.1811 0.1796 -2.0141 -0.2 0.0 0.1 0.260
H -1.1929 -0.6955 -0.8562 -0.1 0.1 -0.1 0.243
H -2.4513 -0.0871 -2.7093 0.0 0.1 0.1 0.303